# 1
Here is one molecule with the formula C5H10O3P2 from the Open Molecules 2025 dataset. Energies are from the ωB97M-V functional and the def2-TZVPD basis.

Calculated values
E_tot in eV: -30059.892
LUMO level in eV: -1.2
Largest force on an atom in eV/A: 5.4
Kohn-Sham gap in eV: 5.939
SMILES: C=CP(C=C)CP(=O)(O)O

Geometry as ORCA input:
```
! RIJCOSX wB97M-V def2-TZVPD def2/J DEFGRID3
* xyz 0 1
C 0.47 -2.88 0.43
C 1.16 -1.54 0.43
P 0.76 -0.37 -1.02
C 1.84 1.20 -1.04
C 2.83 1.37 0.10
C -1.11 0.01 -1.11
P -1.90 0.60 0.52
O -1.43 -0.17 1.82
O -1.77 2.32 0.77
O -3.64 0.27 0.36
H 1.00 -3.81 -0.08
H -0.61 -2.92 0.89
H 1.89 -1.16 1.26
H 1.86 2.04 -1.85
H 3.10 2.40 0.60
H 3.38 0.36 0.43
H -1.66 -0.99 -1.45
H -1.36 0.83 -1.93
H -1.07 2.52 1.46
H -3.76 -0.09 -0.58
*
```


# 2
Here is C4H3Br4NOS as an isolated structure from the Open Molecules 2025 dataset. Energies are from the ωB97M-V functional and the def2-TZVPD basis.

Calculated values
E_tot in eV: -298737.634
LUMO level in eV: -0.2
Largest force on an atom in eV/A: 5.2
Energy above the lowest of the compared OMol25 structures with the same formula, charge and spin in eV: 0.083
Kohn-Sham gap in eV: 8.817

Geometry as ORCA input:
```
! RIJCOSX wB97M-V def2-TZVPD def2/J DEFGRID3
* xyz 0 1
C -0.70 0.11 0.73
C -0.90 -1.36 -0.08
C 0.36 -1.52 -0.95
C 0.76 2.07 0.48
N 0.25 0.82 0.03
O -1.26 0.48 1.68
S 0.73 0.12 -1.44
Br -2.44 -0.96 -1.16
Br -1.28 -2.68 1.32
Br 0.01 -2.42 -2.65
Br 1.76 -2.32 0.17
H 1.62 2.27 0.01
H 0.21 3.11 0.25
H 0.88 2.28 1.61
*
```


# 3
Here is a 2-piece molecular cluster, C5H8N2 overall from the Open Molecules 2025 dataset. Energies are from the ωB97M-V functional and the def2-TZVPD basis.

Calculated values
E_tot in eV: -8289.988
LUMO level (alpha / beta) in eV: 0.6 / 0.6
Largest force on an atom in eV/A: 1.1
Energy above the lowest of the compared OMol25 structures with the same formula, charge and spin in eV: 5.009
Kohn-Sham gap (alpha / beta) in eV: 8.507 / 8.509

Geometry as ORCA input:
```
! RIJCOSX wB97M-V def2-TZVPD def2/J DEFGRID3
* xyz 0 1
C 0.03 1.76 0.69
C 0.45 0.57 -0.10
C 1.16 -0.69 0.23
C 1.26 -1.21 1.60
N 1.37 -1.57 2.69
N -0.20 -0.58 -0.27
C -1.22 -1.34 -0.51
H -0.19 1.50 1.74
H 0.82 2.51 0.69
H -0.86 2.21 0.25
H -0.38 0.80 -2.49
H 1.93 -1.09 -0.45
H -0.92 0.43 -2.85
H -2.18 -0.88 -0.69
H -1.07 -2.41 -0.54
*
```


# 4
Here is C22H23BrMnN4S as an isolated structure from the Open Molecules 2025 dataset. Energies are from the ωB97M-V functional and the def2-TZVPD basis.

Calculated values
E_tot in eV: -141332.849
<S²>: 8.76
LUMO level (alpha / beta) in eV: -5.6 / -5.6
Largest force on an atom in eV/A: 0.2
Kohn-Sham gap (alpha / beta) in eV: 7.832 / 7.843

Geometry as ORCA input:
```
! RIJCOSX wB97M-V def2-TZVPD def2/J DEFGRID3
* xyz 2 6
Mn 0.22 -0.76 -0.23
S -3.30 -3.24 -1.58
C -4.03 -2.17 -0.43
C -5.35 -2.12 0.01
C -5.69 -1.18 0.96
C -4.73 -0.30 1.47
C -3.42 -0.35 1.04
C -3.07 -1.29 0.07
N -1.80 -1.48 -0.47
C -1.77 -2.46 -1.35
C -0.55 -2.85 -2.04
C -0.58 -3.88 -3.00
C 0.58 -4.24 -3.65
C 1.77 -3.59 -3.35
C 1.79 -2.58 -2.40
C 0.65 -2.17 -1.71
H -6.09 -2.81 -0.38
H -6.71 -1.13 1.32
H -5.02 0.41 2.23
H -2.67 0.31 1.47
H -1.51 -4.39 -3.23
H 0.56 -5.04 -4.39
H 2.68 -3.88 -3.86
H 2.74 -2.10 -2.19
N -1.92 2.76 -3.13
C -1.60 3.25 -1.75
C -1.24 2.07 -0.85
N -0.16 1.24 -1.39
C -0.48 0.79 -2.76
C -0.80 1.93 -3.70
H -2.12 3.55 -3.75
H -2.78 2.19 -3.10
H -2.46 3.80 -1.37
H -0.76 3.95 -1.86
H -2.12 1.43 -0.72
H -0.97 2.46 0.13
H 0.71 1.78 -1.41
H -1.32 0.10 -2.69
H 0.36 0.21 -3.16
H -1.11 1.56 -4.68
H 0.05 2.61 -3.84
Br 0.05 0.49 5.53
C 0.83 -0.47 4.13
C 1.85 -1.39 4.35
C 2.38 -2.07 3.27
C 1.88 -1.81 2.00
N 0.90 -0.92 1.79
C 0.38 -0.27 2.84
H 2.21 -1.57 5.36
H 3.17 -2.79 3.40
H 2.27 -2.33 1.14
H -0.42 0.43 2.64
*
```


# 5
Here is an isolated ion of composition C5H7O2S and charge -1 from the Open Molecules 2025 dataset. Energies are from the ωB97M-V functional and the def2-TZVPD basis.

Calculated values
E_tot in eV: -20228.520
LUMO level in eV: 3.3
Largest force on an atom in eV/A: 4.1
Energy above the lowest of the compared OMol25 structures with the same formula, charge and spin in eV: 1.003
Kohn-Sham gap in eV: 7.640
SMILES: CC[C@@H](C=S)C(=O)[O-]

Geometry as ORCA input:
```
! RIJCOSX wB97M-V def2-TZVPD def2/J DEFGRID3
* xyz -1 1
C 1.92 -0.37 -0.41
C 0.62 -0.63 0.36
C -0.57 0.01 -0.38
C -2.06 -0.46 0.46
S -3.21 -1.36 -0.24
C -0.68 1.54 0.00
O -0.18 1.79 1.12
O -1.16 2.29 -0.88
H 2.83 -0.78 0.17
H 1.81 -0.83 -1.55
H 2.10 0.74 -0.61
H 0.60 0.08 1.22
H 0.46 -1.60 0.70
H -0.55 -0.33 -1.45
H -1.94 -0.08 1.49
*
```


# 6
Here is C3H5NO2 as an isolated structure from the Open Molecules 2025 dataset. Energies are from the ωB97M-V functional and the def2-TZVPD basis.

Calculated values
E_tot in eV: -8774.614
LUMO level in eV: 0.2
Largest force on an atom in eV/A: 0.4
Energy above the lowest of the compared OMol25 structures with the same formula, charge and spin in eV: 3.080
Kohn-Sham gap in eV: 9.580

Geometry as ORCA input:
```
! RIJCOSX wB97M-V def2-TZVPD def2/J DEFGRID3
* xyz 0 1
N 1.20 0.94 -1.31
C 0.65 -0.14 -0.67
O 0.98 -1.29 -0.94
C -0.37 0.16 0.35
C -1.14 -0.94 0.85
O -1.43 -0.73 2.07
H 1.11 1.86 -0.91
H 2.02 0.76 -1.87
H -0.98 1.05 0.22
H -0.60 0.19 1.85
H -1.45 -1.86 0.36
*
```


# 7
Here is a 2-piece molecular cluster, C5H4INO overall from the Open Molecules 2025 dataset. Energies are from the ωB97M-V functional and the def2-TZVPD basis.

Calculated values
E_tot in eV: -16881.250
LUMO level (alpha / beta) in eV: -1.1 / -1.4
Largest force on an atom in eV/A: 3.2
Energy above the lowest of the compared OMol25 structures with the same formula, charge and spin in eV: 5.267
Kohn-Sham gap (alpha / beta) in eV: 6.902 / 7.099

Geometry as ORCA input:
```
! RIJCOSX wB97M-V def2-TZVPD def2/J DEFGRID3
* xyz 0 1
C -0.53 3.08 -0.09
C -1.22 1.93 -0.02
C 0.95 -1.31 -0.75
C 0.82 -1.11 0.82
C -0.33 -0.97 -0.14
N -0.03 4.13 -0.23
O -2.16 1.22 0.18
I -2.28 -1.62 -0.09
H 1.06 -2.38 -1.11
H 1.57 -0.65 -1.28
H 0.80 -2.09 1.52
H 1.35 -0.24 1.20
*
```


# 8
Here is one molecule with the formula C4H8N2OS from the Open Molecules 2025 dataset. Energies are from the ωB97M-V functional and the def2-TZVPD basis.

Calculated values
E_tot in eV: -20138.782
LUMO level in eV: 0.5
Largest force on an atom in eV/A: 0.9
Energy above the lowest of the compared OMol25 structures with the same formula, charge and spin in eV: 2.052
Kohn-Sham gap in eV: 9.027
SMILES: NN(C=S)/C=C\CO

Geometry as ORCA input:
```
! RIJCOSX wB97M-V def2-TZVPD def2/J DEFGRID3
* xyz 0 1
N 0.08 -0.62 2.09
N 0.39 -0.26 0.76
C -0.13 -0.96 -0.27
S -1.27 -2.16 -0.11
C 1.36 0.75 0.66
C 1.46 1.68 -0.29
C 0.53 2.00 -1.44
O -0.81 1.61 -1.25
H -0.89 -0.30 2.25
H 0.03 -1.64 2.13
H 0.29 -0.73 -1.24
H 2.05 0.70 1.48
H 2.34 2.31 -0.21
H 0.84 1.47 -2.35
H 0.58 3.08 -1.64
H -1.15 2.08 -0.47
*
```


# 9
Here is a 2-piece molecular cluster, C5H4F3NO overall from the Open Molecules 2025 dataset. Energies are from the ωB97M-V functional and the def2-TZVPD basis.

Calculated values
E_tot in eV: -16930.596
<S²>: 2.02
LUMO level (alpha / beta) in eV: 0.2 / -3.6
Largest force on an atom in eV/A: 6.9
Energy above the lowest of the compared OMol25 structures with the same formula, charge and spin in eV: 3.343
Kohn-Sham gap (alpha / beta) in eV: 6.653 / 6.943

Geometry as ORCA input:
```
! RIJCOSX wB97M-V def2-TZVPD def2/J DEFGRID3
* xyz 0 3
C -2.41 0.31 -0.72
C -1.99 1.44 -0.57
C 1.16 -0.40 0.72
C 1.34 1.09 0.34
C -0.61 -1.91 -0.21
N 0.38 -1.02 -0.33
O 1.24 -0.76 1.84
F -1.95 2.69 -0.30
F -0.97 -2.45 0.89
F -1.13 -2.47 -1.32
H 2.07 1.13 -0.49
H 1.81 1.50 1.32
H 0.52 1.56 0.03
H 0.54 -0.70 -1.21
*
```


# 10
Here is one molecule with the formula C2H9NSi2 from the Open Molecules 2025 dataset. Energies are from the ωB97M-V functional and the def2-TZVPD basis.

Calculated values
E_tot in eV: -19463.984
LUMO level in eV: 0.8
Largest force on an atom in eV/A: 4.6
Energy above the lowest of the compared OMol25 structures with the same formula, charge and spin in eV: 0.533
Kohn-Sham gap in eV: 9.961
SMILES: C1N[SiH2]C[SiH2]1

Geometry as ORCA input:
```
! RIJCOSX wB97M-V def2-TZVPD def2/J DEFGRID3
* xyz 0 1
C -0.41 -1.19 0.18
N 0.90 -1.04 -0.50
Si 1.57 0.42 -0.01
C -0.14 1.58 -0.04
Si -1.52 0.35 -0.19
H -0.91 -2.06 -0.14
H -0.29 -1.52 1.27
H 1.42 -1.92 -0.47
H 2.36 0.61 -1.19
H 2.05 0.55 1.40
H -0.11 2.25 -0.79
H -0.18 1.88 0.94
H -2.33 -0.04 -1.50
H -2.42 0.14 1.04
*
```


# 11
Here is C6H10N4O2 as an isolated structure from the Open Molecules 2025 dataset. Energies are from the ωB97M-V functional and the def2-TZVPD basis.

Calculated values
E_tot in eV: -16428.955
LUMO level in eV: -0.6
Largest force on an atom in eV/A: 6.4
Energy above the lowest of the compared OMol25 structures with the same formula, charge and spin in eV: 10.467
Kohn-Sham gap in eV: 8.195

Geometry as ORCA input:
```
! RIJCOSX wB97M-V def2-TZVPD def2/J DEFGRID3
* xyz 0 1
C 0.40 -2.87 -2.23
C -0.38 -0.88 -1.27
C 0.79 1.90 0.63
C 2.02 2.49 1.20
C -1.49 0.53 0.46
C -1.24 -0.22 1.80
H 1.51 -3.01 -2.63
H -0.42 -3.54 -1.63
H -0.14 -2.58 -3.10
H 2.39 1.30 1.55
H 1.59 2.81 2.23
H 2.89 3.05 0.35
H -2.41 0.01 -0.05
H -0.53 0.31 2.48
H -0.49 -1.51 0.99
H -2.31 -0.60 2.58
N -0.30 0.19 -0.35
N 0.91 0.68 -0.06
N -0.38 2.52 0.32
N -1.56 2.06 0.08
O 0.76 -1.55 -1.59
O -1.60 -1.09 -1.74
*
```


# 12
Here is C14H17AuN3O11P2 as an isolated structure from the Open Molecules 2025 dataset. Energies are from the ωB97M-V functional and the def2-TZVPD basis.

Calculated values
E_tot in eV: -64052.930
LUMO level in eV: -5.0
Largest force on an atom in eV/A: 0.6
Energy above the lowest of the compared OMol25 structures with the same formula, charge and spin in eV: 0.000
Kohn-Sham gap in eV: 7.530

Geometry as ORCA input:
```
! RIJCOSX wB97M-V def2-TZVPD def2/J DEFGRID3
* xyz 1 1
Au 0.05 0.50 -0.54
C 0.99 -1.14 -4.40
C 0.62 -1.05 -2.93
O 0.20 0.33 -2.60
P -0.82 -2.11 -2.47
O -1.83 -1.86 -3.65
O -0.33 -3.58 -2.68
O -1.28 -1.70 -1.13
P 2.00 -1.51 -1.79
O 3.30 -0.81 -2.37
O 2.10 -2.98 -1.70
O 1.68 -0.67 -0.52
H 0.13 -0.89 -5.03
H 1.29 -2.16 -4.63
H 1.82 -0.47 -4.64
H 0.85 0.98 -2.92
H -2.76 -2.05 -3.46
H 0.52 -3.75 -2.21
H 3.94 -1.42 -2.75
O -1.43 1.81 -0.59
C -0.91 2.96 -1.00
O 0.28 3.05 -1.27
C -1.88 4.07 -1.11
C -1.41 5.31 -1.56
C -2.28 6.37 -1.67
C -3.61 6.17 -1.33
C -4.10 4.96 -0.88
C -3.22 3.90 -0.77
N -4.55 7.31 -1.46
O -4.12 8.34 -1.94
O -5.68 7.14 -1.07
H -0.36 5.42 -1.81
H -1.96 7.34 -2.02
H -5.15 4.87 -0.63
H -3.57 2.94 -0.43
N 2.11 1.18 1.76
C 0.90 0.89 2.26
C 0.64 0.97 3.65
C -0.60 0.68 4.13
C -1.63 0.29 3.25
C -1.35 0.24 1.92
N -0.11 0.54 1.44
H 2.85 1.37 2.41
H 2.38 0.85 0.84
H 1.45 1.25 4.30
H -0.78 0.74 5.19
H -2.61 0.04 3.61
H -2.08 -0.04 1.19
*
```